(1)
Here is 12 unconnected molecules or ions with the total composition C35H69B6F24N11O in a non-equilibrium geometry from the Open Molecules 2025 dataset. Energies are from ωB97M-V/def2-TZVPD.

```
146
Properties=species:S:1:pos:R:3:forces:R:3:lowdin_charge:R:1
C -1.2885 0.0631 -5.4281 0.1 0.6 1.2 -0.038
C 0.1318 0.4778 -4.9730 -1.4 0.5 -1.1 -0.132
N 1.0728 -0.2307 -5.8537 2.1 1.5 -0.1 -0.037
C 1.4725 -1.5258 -5.6851 -1.7 -1.0 0.5 -0.018
C 2.2461 -1.8810 -6.7286 1.1 0.5 -0.1 0.008
N 2.4842 -0.7287 -7.4258 -1.0 1.1 0.1 -0.110
C 1.7773 0.2939 -6.8833 0.4 -1.8 0.1 0.023
C 3.2722 -0.6632 -8.6341 0.6 0.0 -0.5 0.006
H -1.9778 0.7957 -5.0035 -0.1 -0.4 0.5 0.090
H -1.4912 -0.9312 -5.0364 -0.4 0.0 -0.4 0.090
H -1.4796 0.2019 -6.4913 0.5 -0.5 -0.2 0.082
H 0.3468 0.3057 -3.9209 0.0 -0.4 -0.1 0.116
H 0.1687 1.5549 -5.1343 0.7 0.0 -0.2 0.127
H 1.0415 -2.1154 -4.8838 0.1 -0.2 0.0 0.136
H 2.7798 -2.7688 -7.0226 -0.3 -0.2 0.3 0.145
H 1.9493 1.3026 -7.2194 -0.7 0.2 0.2 0.167
H 4.3005 -0.3699 -8.4224 0.0 -0.1 0.1 0.104
H 2.8724 0.0469 -9.3548 -0.2 0.0 0.1 0.104
H 3.2586 -1.6579 -9.0741 0.1 0.1 -0.1 0.104
C 5.1263 -2.4299 1.2699 -1.5 -1.3 -0.6 -0.044
C 5.6807 -2.4742 -0.1773 1.9 1.0 1.5 -0.150
N 5.0291 -1.6261 -1.1598 0.1 1.1 -0.4 -0.033
C 4.0174 -2.0082 -1.9791 -0.5 -1.1 -0.2 0.000
C 3.7164 -1.0052 -2.8483 1.3 -0.7 0.8 0.020
N 4.6378 -0.0024 -2.5679 0.4 -0.4 0.4 -0.066
C 5.3939 -0.3894 -1.5220 -0.6 0.3 -0.6 0.019
C 4.7943 1.1879 -3.3903 -1.3 1.1 0.1 0.017
H 4.1882 -2.9874 1.1881 0.0 -0.2 0.5 0.074
H 4.8122 -1.5287 1.7974 0.5 0.7 -0.9 0.075
H 5.7740 -2.9347 1.9848 0.2 -0.3 -0.4 0.080
H 5.8360 -3.4557 -0.6209 -0.8 -0.3 0.3 0.136
H 6.7217 -2.1506 -0.0857 0.0 0.5 -0.4 0.119
H 3.6950 -3.0368 -1.9122 -0.5 0.2 -0.1 0.128
H 3.0700 -1.0973 -3.7017 0.0 0.6 0.0 0.109
H 6.1433 0.2186 -1.0439 0.0 0.0 -0.1 0.173
H 4.1537 1.9943 -3.0222 0.0 -0.2 0.4 0.090
H 4.3580 0.9518 -4.3595 0.5 -0.1 -0.2 0.086
H 5.7845 1.6292 -3.4561 0.3 -0.7 0.0 0.105
C -2.0008 -7.7557 -1.7624 -1.0 0.7 0.1 -0.055
C -0.7138 -7.8670 -1.0121 2.6 0.3 -1.7 -0.190
N -0.6753 -7.2811 0.3231 0.5 -1.0 -1.0 -0.053
C -0.0039 -7.8303 1.3863 -0.4 1.6 1.3 0.002
C -0.1891 -6.9153 2.4191 -0.7 -0.9 -0.6 -0.007
N -1.0316 -5.9315 1.9419 -0.1 0.8 -0.8 -0.049
C -1.1918 -6.1114 0.6235 -0.8 -0.3 0.8 -0.015
C -1.7237 -4.8666 2.7737 2.3 -1.2 -0.1 0.069
H -2.7924 -7.8244 -1.0134 -0.5 -0.4 -0.6 0.093
H -2.1168 -8.4000 -2.6331 0.1 -0.8 0.6 0.084
H -2.1422 -6.7981 -2.2707 0.2 0.4 0.7 0.076
H 0.0632 -7.3642 -1.6042 -0.2 0.6 0.2 0.120
H -0.1908 -8.8256 -1.0246 -0.9 -0.5 0.8 0.121
H 0.5387 -8.7517 1.2782 0.0 0.0 0.2 0.120
H 0.0842 -6.8607 3.4591 0.2 -0.4 -0.1 0.125
H -1.6425 -5.4927 -0.1342 -0.5 0.4 0.4 0.143
H -1.7969 -3.9758 2.1615 -0.6 -0.1 0.2 0.079
H -0.9785 -4.7271 3.5561 -0.3 0.6 0.2 0.086
H -2.5989 -5.3049 3.2406 -0.4 0.3 -0.5 0.109
C 2.4994 0.3705 3.9433 1.1 0.0 0.4 -0.077
C 2.1941 0.7423 5.3939 -0.5 -0.1 -0.7 -0.124
N 2.1585 2.2096 5.5494 -0.4 2.2 -1.2 -0.010
C 2.9567 3.0750 6.2741 -0.2 -0.1 0.8 -0.018
C 2.5871 4.3632 6.0170 0.2 -1.1 -0.1 -0.012
N 1.6409 4.3033 5.0033 0.2 -0.4 1.8 -0.058
C 1.3797 3.0193 4.7919 -0.5 -0.4 -0.4 0.020
C 0.9233 5.4545 4.5097 0.4 1.1 -1.6 0.005
H 2.5674 -0.7136 3.8565 -0.3 0.0 0.1 0.080
H 3.4863 0.7588 3.6752 0.0 0.2 -0.2 0.082
H 1.7538 0.7458 3.2511 0.0 0.0 0.2 0.042
H 2.9285 0.3591 6.0970 -0.1 0.0 0.0 0.131
H 1.1907 0.3656 5.5865 0.1 0.0 0.5 0.113
H 3.6276 2.7112 7.0343 0.0 0.0 -0.1 0.127
H 2.8283 5.2287 6.6088 0.1 0.2 -0.5 0.130
H 0.5697 2.7327 4.1332 0.2 -0.3 0.0 0.175
H 0.5361 6.1153 5.2802 -0.4 -0.6 0.2 0.114
H 0.1920 5.1738 3.7588 -0.3 -0.2 0.5 0.077
H 1.6030 6.0858 3.9304 0.4 -0.2 0.2 0.103
C -6.6603 6.1434 1.7602 -0.4 1.5 0.7 -0.068
C -5.8231 5.0194 1.2139 -1.5 -0.1 0.7 -0.160
N -4.6810 5.5008 0.4762 3.0 0.2 -1.3 0.022
C -4.4990 6.5720 -0.3844 -0.9 0.9 -0.3 -0.013
C -3.1966 6.6721 -0.7560 -0.1 -0.4 0.0 -0.020
N -2.5462 5.6513 -0.1230 -0.8 -1.1 0.8 -0.068
C -3.4553 4.9575 0.5609 -0.5 -0.3 1.3 0.003
C -1.1489 5.2600 -0.1737 0.5 0.8 -1.3 0.012
H -6.3615 6.6261 2.6948 0.5 -0.7 0.2 0.081
H -7.6759 5.7838 1.9180 0.0 0.1 -0.1 0.085
H -6.6810 7.0325 1.1233 -0.3 -0.4 -0.5 0.062
H -6.5224 4.4428 0.6095 0.7 -0.2 -0.5 0.123
H -5.5084 4.3620 2.0225 0.4 0.0 -0.2 0.137
H -5.2799 7.2516 -0.6811 -0.2 -0.3 0.1 0.123
H -2.6559 7.2623 -1.4757 -0.3 0.3 0.1 0.127
H -3.2414 4.1513 1.2463 0.1 -0.1 -0.2 0.142
H -0.6735 5.2232 0.8004 -0.3 -0.5 0.1 0.099
H -0.6206 6.0205 -0.7529 -0.1 0.2 0.2 0.097
H -1.0577 4.3841 -0.8095 0.2 -0.4 0.6 0.081
C 0.2336 -0.0117 -1.0821 -1.1 0.1 0.3 -0.005
N -0.0287 -0.4408 0.3435 1.3 0.3 -0.5 -0.269
C -0.8220 -1.7236 0.2944 0.2 -0.2 -0.7 0.023
C 1.3143 -0.7220 1.0287 -1.3 0.3 0.3 0.018
C -0.6970 0.6657 1.1516 1.0 1.2 -0.1 -0.056
C -1.6701 1.6345 0.4377 -1.1 -1.9 0.7 -0.196
O -2.6986 0.8347 -0.1412 0.1 1.2 0.0 -0.057
H 0.9841 -0.6611 -1.5275 0.1 0.0 0.2 0.081
H 0.5055 1.0357 -1.1212 0.2 -0.1 0.2 0.078
H -0.7145 -0.1256 -1.6095 0.0 -0.1 0.0 0.109
H -0.5073 -2.2027 -0.6314 -0.5 0.1 -0.1 0.079
H -1.8858 -1.4984 0.2999 0.1 -0.1 0.0 0.110
H -0.5195 -2.4630 1.0340 -0.1 0.6 0.6 0.100
H 0.9955 -1.0712 2.0110 0.4 -0.2 0.0 0.090
H 1.8501 0.2135 1.1719 0.1 0.0 -0.4 0.079
H 1.8788 -1.4691 0.4781 -0.2 0.0 0.0 0.080
H 0.1003 1.3454 1.4703 0.4 -0.2 -0.1 0.119
H -0.9926 0.1596 2.0686 -0.9 0.3 -0.2 0.129
H -1.2472 2.3491 -0.2713 0.6 -0.5 -0.2 0.094
H -2.0828 2.2693 1.2247 0.1 -0.2 0.3 0.103
H -3.5307 1.3158 0.0578 0.1 -0.8 -0.2 0.057
B -2.2715 4.4740 3.8472 -1.8 -1.0 0.5 -1.299
F -3.4832 3.7675 4.0349 0.1 0.6 -0.4 0.098
F -1.5923 3.8432 2.7880 1.0 -0.2 -0.3 0.080
F -2.4959 5.7942 3.4479 0.1 0.4 0.1 0.111
F -1.5843 4.3692 5.0543 0.7 0.3 0.1 0.114
B -5.8201 1.7885 -0.2435 -0.6 -0.6 1.6 -1.242
F -5.3529 0.5400 -0.6670 -0.2 0.9 -0.6 0.128
F -7.0552 1.6440 0.3996 -0.6 0.2 -0.8 0.103
F -4.9849 2.2194 0.8355 1.4 0.3 0.2 0.062
F -5.7970 2.8453 -1.1641 -0.1 -0.3 -0.6 0.100
B 1.1675 -3.9851 -1.8217 -0.6 -0.3 -0.7 -1.247
F 1.7344 -3.3084 -0.7129 -0.1 0.3 -0.4 0.082
F 2.1582 -4.6972 -2.4862 1.0 -0.3 -0.1 0.106
F 0.1877 -4.8605 -1.3672 0.0 0.3 0.0 0.146
F 0.6359 -3.1092 -2.8488 0.2 0.4 0.9 0.049
B 2.5205 2.8749 -0.4280 -0.8 0.9 0.2 -1.279
F 1.2645 3.5244 -0.4765 -0.1 0.1 -0.5 0.090
F 3.5236 3.7045 -0.9271 0.3 -0.1 -0.3 0.108
F 2.7301 2.6132 0.9170 0.5 -0.8 0.4 0.115
F 2.4312 1.7010 -1.2224 0.7 -0.1 0.0 0.066
B -0.6201 -1.4767 4.7096 0.6 -1.2 2.7 -1.264
F -1.5415 -2.2680 4.0610 0.0 0.2 -0.7 0.144
F 0.6187 -2.1859 4.9167 0.2 -0.2 -0.8 0.037
F -0.2871 -0.2975 4.0687 -0.3 0.7 -0.7 0.116
F -1.0398 -1.2481 6.0511 -0.3 0.6 -0.6 0.074
B -3.9155 -4.2599 -0.8695 -1.5 0.7 0.0 -1.262
F -2.9124 -3.4953 -0.2211 0.3 -0.3 0.2 0.084
F -5.0598 -3.4851 -1.0872 0.2 0.0 0.4 0.106
F -3.4702 -4.6527 -2.1266 0.8 -0.7 -0.3 0.104
F -4.2554 -5.3667 -0.0404 0.6 -0.1 -0.2 0.069
```
Forces are in eV/Å.

Results
- Kohn-Sham gap (hartree) = 0.2723
- calculated total energy (eV) = -125165.370
- strongest force on any atom (eV/A) = 3.26
- relative energy (zero: lowest compared OMol25 entry of this formula, charge and spin) (kJ/mol) = 0.0

---

(2)
Here is 2 unconnected molecules or ions with the total composition C3H12NS2 from the Open Molecules 2025 dataset. Energies are from ωB97M-V/def2-TZVPD.

```
18
Properties=species:S:1:pos:R:3:forces:R:3:lowdin_charge:R:1
C 1.5754 1.6880 -0.7884 -0.1 0.4 -0.5 -0.452
S 1.1273 0.0759 -1.4748 -0.2 -0.2 0.5 0.474
S 0.8680 -1.1928 0.1489 0.1 0.4 -0.5 0.454
C 2.5523 -1.6500 0.5741 0.2 -0.6 0.2 -0.443
H 0.8017 2.2107 -0.2244 -0.1 -0.4 0.2 0.026
H 2.5059 1.6932 -0.2303 0.1 -0.2 0.0 0.040
H 1.6995 2.2801 -1.7015 0.2 0.0 0.1 0.038
H 3.1023 -0.8535 1.0645 0.0 0.1 -0.1 0.041
H 2.4852 -2.5118 1.2419 -0.1 0.2 0.1 0.043
H 3.0634 -2.0140 -0.3147 0.0 0.2 -0.1 0.043
C -3.0669 -0.3657 0.4922 -0.2 0.0 -0.6 -0.001
N -1.9146 0.4330 -0.0325 0.4 0.0 0.2 0.105
H -2.8601 -1.4135 0.2953 0.0 0.0 0.1 0.104
H -3.2132 -0.1943 1.5516 0.1 0.1 0.0 0.105
H -3.9351 -0.0633 -0.0882 -0.1 0.0 0.2 0.105
H -1.7879 0.3385 -1.0439 -0.1 0.0 0.0 0.138
H -1.0131 0.1106 0.3545 0.0 0.0 0.2 0.013
H -1.9901 1.4291 0.1756 -0.1 0.0 0.0 0.168
```
Forces are in eV/Å.

Results
- Kohn-Sham gap (hartree) = 0.3472
- calculated total energy (eV) = -26459.892
- strongest force on any atom (eV/A) = 0.67
- relative energy (zero: lowest compared OMol25 entry of this formula, charge and spin) (kJ/mol) = 17.4
- total charge = +1